C47H50AsIrN5O3PS2 | ωB97M-V/def2-TZVPD

Its spin multiplicity is 2. As for the relative energy (zero: lowest compared OMol25 entry of this formula, charge and spin): 15.7 kJ/mol. The value obtained for the HOMO energy (alpha / beta) is -9.59 / -9.75 eV. Its lowest unoccupied orbital energy (alpha / beta) is -0.075 / -0.094 hartree. Its charge is +1. For the total energy, the calculation gives -157777.885 eV. As for the expectation value of S²: 0.754.

Last column: Löwdin spin population.
Positions of all 110 atoms, in Å:
Ir: 1.917 2.909 -0.466  0.007
O: 0.232 2.641 0.698  0.000
C: -0.650 3.586 0.927  0.000
C: -1.788 3.226 1.683  0.000
C: -2.764 4.137 2.012  0.000
C: -2.665 5.472 1.609  0.000
C: -1.564 5.853 0.886  0.000
C: -0.539 4.951 0.540  0.000
C: 0.542 5.503 -0.237  0.000
N: 1.602 4.890 -0.606  0.001
C: 2.461 5.476 -1.650  0.000
C: 3.786 4.740 -1.655  0.000
N: 3.508 3.299 -1.609  0.000
C: 4.364 2.438 -2.020  0.000
C: 4.309 1.018 -1.810  0.000
C: 5.385 0.279 -2.353  0.000
C: 5.495 -1.076 -2.199  0.000
C: 4.502 -1.744 -1.465  0.000
C: 3.444 -1.063 -0.923  0.000
C: 3.292 0.337 -1.075  0.000
O: 2.213 0.873 -0.575  0.000
H: -1.860 2.196 2.007  0.000
H: -3.620 3.811 2.590  0.000
H: -3.437 6.186 1.862  0.000
H: -1.464 6.884 0.565  0.000
H: 0.422 6.539 -0.556  0.000
H: 2.599 6.548 -1.504  0.000
H: 1.952 5.307 -2.602  0.000
H: 4.351 4.988 -0.753  0.000
H: 4.381 5.006 -2.530  0.000
H: 5.231 2.815 -2.564  0.000
H: 6.145 0.822 -2.905  0.000
H: 6.330 -1.617 -2.621  0.000
H: 4.571 -2.815 -1.320  0.000
H: 2.679 -1.579 -0.358  0.000
C: -2.907 -0.873 -1.790  0.002
C: -3.529 -1.993 -0.957  0.000
As: -3.256 -3.856 -1.593  0.000
C: -3.166 -4.732 0.150  0.000
C: -2.374 -4.216 1.172  0.000
C: -2.244 -4.895 2.376  0.000
C: -2.898 -6.103 2.569  0.000
C: -3.679 -6.630 1.551  0.000
C: -3.810 -5.952 0.348  0.000
C: -5.106 -4.261 -2.046  0.000
C: -6.149 -4.097 -1.136  0.000
C: -7.453 -4.385 -1.506  0.000
C: -7.726 -4.842 -2.791  0.000
C: -6.695 -5.012 -3.700  0.000
C: -5.387 -4.723 -3.326  0.000
P: -1.124 -0.526 -1.667  0.040
C: -0.181 -1.349 -2.961  0.014
C: -0.671 -2.428 -3.690  0.002
C: 0.117 -3.009 -4.674  0.002
C: 1.386 -2.512 -4.933  -0.001
C: 1.875 -1.431 -4.210  0.002
C: 1.092 -0.845 -3.231  0.007
C: -0.590 -1.128 -0.052  0.000
C: -1.089 -0.488 1.082  0.002
C: -0.725 -0.928 2.342  0.000
C: 0.143 -2.006 2.476  0.001
C: 0.635 -2.650 1.353  0.000
C: 0.264 -2.218 0.086  0.001
H: -3.323 0.083 -1.456  0.001
H: -3.145 -0.944 -2.855  0.000
H: -4.608 -1.832 -0.939  0.000
H: -3.187 -1.932 0.075  0.000
H: -1.843 -3.282 1.041  0.000
H: -1.627 -4.477 3.162  0.000
H: -2.798 -6.632 3.508  0.000
H: -4.190 -7.574 1.692  0.000
H: -4.428 -6.373 -0.436  0.000
H: -5.942 -3.758 -0.127  0.000
H: -8.257 -4.259 -0.793  0.000
H: -8.745 -5.069 -3.078  0.000
H: -6.904 -5.372 -4.699  0.000
H: -4.582 -4.862 -4.038  0.000
H: -1.653 -2.834 -3.487  0.000
H: -0.263 -3.852 -5.236  0.000
H: 1.996 -2.967 -5.702  0.000
H: 2.868 -1.045 -4.404  0.000
H: 1.470 -0.009 -2.659  0.003
H: -1.747 0.363 0.967  0.001
H: -1.115 -0.434 3.223  0.000
H: 0.430 -2.347 3.463  0.000
H: 1.305 -3.494 1.459  0.000
H: 0.638 -2.729 -0.789  0.000
O: 0.706 2.936 -2.189  0.239
S: -0.437 2.096 -2.765  0.480
N: -0.932 1.060 -1.711  0.196
C: 5.856 2.523 3.845  0.000
C: 4.957 3.747 3.781  0.000
N: 3.534 3.414 3.833  0.000
C: 2.787 3.030 2.792  0.000
S: 3.513 2.922 1.237  -0.001
N: 1.514 2.711 2.965  0.000
C: 0.764 2.858 4.205  0.000
C: 0.921 1.666 5.142  0.000
H: 6.902 2.829 3.842  0.000
H: 5.687 1.872 2.988  0.000
H: 5.673 1.952 4.756  0.000
H: 5.134 4.315 2.870  0.000
H: 5.151 4.413 4.622  0.000
H: 3.127 3.316 4.749  0.000
H: 1.032 2.378 2.130  0.000
H: -0.281 2.975 3.920  0.000
H: 1.054 3.791 4.694  0.000
H: 0.486 0.772 4.696  0.000
H: 0.418 1.858 6.090  0.000
H: 1.971 1.448 5.350  0.000